# 1
2 unconnected molecules or ions with the total composition C10H16O at a distorted geometry. Source: the Open Molecules 2025 dataset; level of theory: ωB97M-V with the def2-TZVPD basis set.

* energy above the lowest of the compared OMol25 structures with the same formula, charge and spin: 291.8 kJ/mol
* structure (SMILES): CCc1ccc(O)cc1.CC
* Kohn-Sham gap: 8.88 eV
* electronic energy: -465.78665 Ha

Last column: Mulliken charge in e.
CARTESIAN COORDINATES (ANGSTROEM)
C -0.284 -2.816 -1.628  -1.082
C 0.996 -2.207 -1.051  -0.630
C 0.649 -1.700 0.273  0.186
C 0.916 -2.166 1.567  -0.540
C 0.434 -1.400 2.679  -0.302
C -0.454 -0.370 2.481  0.622
O -1.039 0.054 3.589  -0.543
C -0.752 0.158 1.180  -0.497
C -0.168 -0.554 0.106  -0.290
H -0.728 -3.450 -0.968  0.379
H 0.188 -3.414 -2.441  0.313
H -1.082 -2.261 -2.163  0.314
H 1.744 -3.024 -1.147  0.380
H 1.512 -1.347 -1.601  0.272
H 1.711 -2.922 1.791  0.290
H 0.950 -1.697 3.611  0.335
H -1.381 0.983 3.391  0.323
H -1.454 0.971 0.948  0.298
H -0.484 -0.062 -0.842  0.199
C -0.673 3.032 -1.638  -0.383
C 0.376 3.809 -0.872  -0.831
H -1.443 3.635 -2.161  0.375
H -0.089 2.463 -2.334  0.192
H -1.076 2.262 -0.881  -0.157
H -0.116 4.758 -0.473  0.227
H 1.086 4.065 -1.519  0.338
H 0.662 3.198 0.103  0.213

=====

# 2
2 unconnected molecules or ions with the total composition C3H9N3O. Source: the Open Molecules 2025 dataset; level of theory: ωB97M-V with the def2-TZVPD basis set.

* energy above the lowest of the compared OMol25 structures with the same formula, charge and spin: 543.0 kJ/mol
* Kohn-Sham gap (spin up / spin down): 7.54 / 7.54 eV
* electronic energy: -359.03762 Ha

Last column: Mulliken charge in e.
CARTESIAN COORDINATES (ANGSTROEM)
C -1.453 0.147 -0.473  0.074
C 2.029 0.132 -0.849  -0.063
C 2.201 0.148 0.537  -0.484
N -2.056 -1.079 -0.936  -0.581
O -0.127 0.089 -0.356  -0.551
N -2.115 0.487 0.956  -0.041
N -1.416 0.669 1.928  -0.421
H -1.823 0.986 -1.078  0.310
H -1.730 -1.855 -0.370  0.218
H -3.068 -1.035 -0.878  0.250
H -0.382 0.615 1.699  0.215
H 1.957 1.046 -1.422  0.213
H 1.965 -0.793 -1.403  0.193
H 0.940 0.129 0.626  0.066
H 2.531 1.074 0.999  0.311
H 2.545 -0.761 1.020  0.291

=====

# 3
A single C7H14 molecule at a distorted geometry. Source: the Open Molecules 2025 dataset; level of theory: ωB97M-V with the def2-TZVPD basis set.

* energy above the lowest of the compared OMol25 structures with the same formula, charge and spin: 84.1 kJ/mol
* structure (SMILES): CC(C)(C)C1CC1
* Kohn-Sham gap: 10.98 eV
* electronic energy: -275.08422 Ha

Last column: Mulliken charge in e.
CARTESIAN COORDINATES (ANGSTROEM)
C -0.692 1.658 0.678  -1.768
C -0.517 0.199 0.230  1.977
C -1.041 0.053 -1.204  -1.792
C -1.330 -0.723 1.154  -1.688
C 0.966 -0.172 0.319  -0.570
C 1.997 0.025 -0.772  -0.534
C 1.581 -1.354 -0.350  -0.582
H -0.361 1.796 1.715  0.399
H -0.107 2.335 0.045  0.368
H -1.744 1.965 0.619  0.414
H -2.105 0.306 -1.244  0.435
H -0.518 0.723 -1.896  0.372
H -0.933 -0.974 -1.574  0.362
H -0.986 -0.649 2.193  0.389
H -2.395 -0.457 1.132  0.414
H -1.235 -1.771 0.844  0.362
H 1.493 0.172 1.199  0.536
H 1.669 0.399 -1.731  0.181
H 3.007 0.336 -0.491  0.260
H 2.290 -1.972 0.191  0.259
H 0.961 -1.894 -1.057  0.206

=====

# 4
A single C3H6N2 molecule at a distorted geometry. Source: the Open Molecules 2025 dataset; level of theory: ωB97M-V with the def2-TZVPD basis set.

* energy above the lowest of the compared OMol25 structures with the same formula, charge and spin: 81.1 kJ/mol
* structure (SMILES): CNCC#N
* Kohn-Sham gap: 10.58 eV
* electronic energy: -227.39393 Ha

Last column: Mulliken charge in e.
CARTESIAN COORDINATES (ANGSTROEM)
C -1.200 0.540 0.636  -0.827
N 0.229 0.299 0.752  -0.342
C 0.755 -0.746 -0.100  -0.473
C 1.103 -0.332 -1.480  0.319
N 1.434 0.017 -2.533  -0.395
H -1.543 0.887 -0.352  0.302
H -1.491 1.283 1.384  0.302
H -1.734 -0.384 0.877  0.303
H 0.754 1.158 0.622  0.258
H 1.664 -1.160 0.352  0.268
H 0.028 -1.563 -0.158  0.285

=====

# 5
A molecular structure, C50H49As2FMnOSe at a distorted geometry. Source: the Open Molecules 2025 dataset; level of theory: ωB97M-V with the def2-TZVPD basis set.

* 2S+1: 6
* energy above the lowest of the compared OMol25 structures with the same formula, charge and spin: 83.6 kJ/mol
* ⟨S²⟩: 8.7660
* Kohn-Sham gap (spin up / spin down): 5.26 / 5.82 eV
* electronic energy: -10133.78169 Ha

Last column: Mulliken charge in e.
CARTESIAN COORDINATES (ANGSTROEM)
Mn -0.091 0.598 -1.268  1.557
C 0.205 -1.566 1.939  -1.212
C 1.278 -0.540 2.272  -0.008
As 0.659 1.006 3.341  0.847
C 0.626 0.080 5.062  0.013
C -0.562 0.110 5.781  -0.345
C -0.674 -0.564 6.992  -0.644
C 0.407 -1.267 7.493  -0.425
C 1.603 -1.293 6.786  -0.733
C 1.711 -0.624 5.579  -0.214
C 2.408 1.872 3.489  0.166
C 2.825 2.401 4.707  -0.588
C 4.022 3.093 4.805  -0.631
C 4.819 3.272 3.685  -0.570
C 4.406 2.763 2.465  -0.844
C 3.207 2.071 2.367  0.151
As -1.082 -1.018 0.564  1.288
C -2.515 -0.081 1.459  0.320
C -2.928 -0.408 2.746  -0.505
C -4.020 0.235 3.304  -0.634
C -4.713 1.192 2.572  -0.722
C -4.312 1.507 1.287  -0.596
C -3.208 0.875 0.730  -0.004
C -1.985 -2.716 0.254  0.315
C -3.343 -2.709 -0.051  -0.497
C -4.005 -3.896 -0.324  -0.680
C -3.319 -5.101 -0.296  -0.542
C -1.966 -5.114 0.002  -0.798
C -1.300 -3.926 0.272  -0.562
H -0.331 -1.915 2.828  0.646
H 0.692 -2.448 1.505  0.162
H 1.725 -0.136 1.361  -0.690
H 2.075 -1.027 2.843  0.855
H -1.407 0.669 5.396  0.423
H -1.604 -0.533 7.543  0.412
H 0.325 -1.790 8.436  0.383
H 2.452 -1.833 7.182  0.397
H 2.654 -0.636 5.044  0.347
H 2.216 2.267 5.594  0.449
H 4.331 3.495 5.760  0.386
H 5.751 3.814 3.762  0.382
H 5.012 2.915 1.582  0.425
H 2.889 1.715 1.396  0.081
H -2.409 -1.168 3.321  0.335
H -4.338 -0.016 4.307  0.451
H -5.566 1.691 3.009  0.383
H -4.837 2.261 0.718  0.460
H -2.890 1.154 -0.275  0.112
H -3.894 -1.775 -0.074  0.392
H -5.060 -3.876 -0.560  0.420
H -3.838 -6.026 -0.505  0.378
H -1.423 -6.049 0.028  0.433
H -0.241 -3.965 0.497  0.617
C 0.352 0.107 -9.101  -1.494
C -0.073 0.231 -7.667  0.586
C -1.008 1.173 -7.269  -1.099
C -1.422 1.296 -5.947  0.789
C -2.438 2.346 -5.608  -1.497
C -0.879 0.439 -4.979  0.130
Se -1.546 0.587 -3.188  -0.282
C 0.073 -0.511 -5.361  1.268
C 0.680 -1.446 -4.361  -0.877
C 0.457 -0.602 -6.691  -1.175
H -0.115 0.876 -9.714  0.341
H 0.074 -0.864 -9.514  0.318
H 1.433 0.208 -9.206  0.340
H -1.433 1.841 -8.007  0.264
H -2.716 2.903 -6.500  0.373
H -2.050 3.043 -4.864  0.191
H -3.337 1.907 -5.175  0.343
H 1.051 -0.893 -3.492  -0.282
H 1.507 -1.999 -4.800  0.246
H -0.062 -2.158 -3.991  0.408
H 1.196 -1.344 -6.970  0.347
F -4.211 6.049 0.182  -0.378
C -3.152 5.207 0.052  0.497
C -2.723 4.859 -1.215  -0.783
C -1.644 4.002 -1.338  -0.259
C -0.987 3.476 -0.218  0.039
C 0.160 2.548 -0.373  -1.420
C -1.464 3.855 1.039  0.422
C -2.536 4.720 1.186  -0.799
H -3.226 5.259 -2.084  0.465
H -1.308 3.714 -2.327  0.301
H 0.729 2.505 0.566  0.243
H 0.852 2.954 -1.131  0.658
H -0.983 3.465 1.929  0.189
H -2.895 5.011 2.163  0.443
C 4.250 0.008 -0.801  -2.029
C 2.937 -0.693 -1.020  0.248
O 1.919 -0.023 -1.251  -0.299
C 2.863 -2.176 -0.932  1.236
C 1.677 -2.818 -1.293  0.287
C 1.597 -4.199 -1.238  -1.167
C 2.692 -4.938 -0.811  -0.704
C 3.871 -4.306 -0.437  -0.865
C 3.962 -2.926 -0.504  -0.794
H 4.132 1.063 -1.037  0.396
H 5.039 -0.429 -1.411  0.556
H 4.544 -0.096 0.245  0.435
H 0.823 -2.234 -1.629  0.381
H 0.682 -4.694 -1.528  0.628
H 2.627 -6.017 -0.771  0.438
H 4.717 -4.888 -0.100  0.431
H 4.880 -2.439 -0.216  0.428

=====

# 6
2 unconnected molecules or ions with the total composition C5H10N2O at a distorted geometry. Source: the Open Molecules 2025 dataset; level of theory: ωB97M-V with the def2-TZVPD basis set.

* energy above the lowest of the compared OMol25 structures with the same formula, charge and spin: 266.7 kJ/mol
* structure (SMILES): [H]/N=C(\C)C(C)=O.C=N
* Kohn-Sham gap: 9.78 eV
* electronic energy: -381.18388 Ha

Last column: Mulliken charge in e.
CARTESIAN COORDINATES (ANGSTROEM)
H 2.602 0.803 -1.053  0.254
N 1.853 0.117 -0.954  -0.581
C 1.075 0.323 0.016  0.580
C 1.176 1.377 1.067  -1.244
C -0.086 -0.796 0.291  0.615
C 0.103 -2.040 -0.529  -1.177
O -0.676 -0.760 1.355  -0.655
H 1.368 2.369 0.659  0.391
H 1.935 1.141 1.814  0.327
H 0.264 1.510 1.649  0.301
H -0.813 -2.626 -0.517  0.367
H 0.899 -2.630 -0.073  0.353
H 0.418 -1.787 -1.537  0.311
C -1.983 0.597 -0.811  -0.145
N -2.716 0.725 0.186  -0.577
H -2.313 0.969 -1.778  0.344
H -0.777 0.427 -0.816  0.188
H -2.329 0.280 1.030  0.349